[1]
{
  "formula": "C28H34Ge2N2O2Pt",
  "method": "ωB97M-V/def2-TZVPD",
  "elements": ["Pt", "C", "Ge", "C", "C", "C", "H", "H", "H", "H", "H", "H", "H", "H", "H", "H", "C", "C", "C", "O", "H", "H", "H", "H", "H", "H", "H", "Ge", "C", "C", "C", "C", "C", "C", "C", "C", "C", "C", "C", "C", "H", "H", "H", "H", "H", "H", "H", "H", "H", "H", "H", "O", "C", "N", "C", "C", "C", "C", "C", "C", "C", "C", "N", "H", "H", "H", "H", "H", "H"],
  "positions_angstrom": [[-0.3419, 0.0444, 0.5100], [1.1244, 1.7095, 4.1521], [2.1056, 1.0255, 2.5925], [3.5934, 2.3433, 2.3868], [3.0465, -0.6298, 3.0908], [1.1478, 1.1143, 0.9122], [1.7219, 1.6088, 5.0624], [0.1960, 1.1553, 4.2577], [0.8926, 2.7658, 3.9999], [4.1626, 2.4477, 3.3154], [3.1963, 3.3247, 2.1152], [4.2792, 2.0265, 1.5971], [3.6770, -0.4412, 3.9651], [3.6826, -0.9683, 2.2705], [2.3151, -1.4016, 3.3204], [1.7129, 1.6876, 0.1701], [-0.5035, -2.4451, 4.1121], [-1.0707, -1.4704, 3.0765], [-2.0477, -0.4971, 3.7426], [-0.0210, -0.8256, 2.4444], [-1.2956, -2.9848, 4.6423], [0.0954, -1.8927, 4.8435], [0.1485, -3.1718, 3.6208], [-1.6672, -2.0611, 2.3571], [-1.5605, 0.0236, 4.5729], [-2.9287, -1.0189, 4.1322], [-2.3757, 0.2402, 3.0100], [-0.4392, 1.1942, -1.5608], [-1.0848, 0.1390, -3.1234], [-0.3820, 0.1410, -4.3290], [-0.8089, -0.6041, -5.4230], [-1.9618, -1.3718, -5.3300], [-2.6759, -1.3874, -4.1384], [-2.2397, -0.6432, -3.0496], [-1.6307, 2.7826, -1.6199], [-2.7937, 2.8291, -0.8488], [-3.6492, 3.9219, -0.9045], [-3.3527, 5.0027, -1.7260], [-2.1937, 4.9805, -2.4895], [-1.3472, 3.8787, -2.4342], [0.8883, 1.7770, -2.1494], [0.5258, 0.7307, -4.4111], [-0.2389, -0.5891, -6.3460], [-2.2976, -1.9593, -6.1774], [-3.5732, -1.9898, -4.0510], [-2.7915, -0.6845, -2.1165], [-3.0215, 2.0009, -0.1861], [-4.5480, 3.9310, -0.2981], [-4.0170, 5.8592, -1.7651], [-1.9475, 5.8228, -3.1278], [-0.4436, 3.8729, -3.0361], [-4.8476, -0.7685, 0.5782], [-3.6513, -0.5946, 0.5134], [-2.4874, -0.4312, 0.4436], [-0.2643, -1.9517, -0.2820], [1.1031, -2.2950, -0.6784], [2.0604, -2.6598, 0.2860], [3.3512, -2.9777, -0.0667], [3.7440, -2.9442, -1.4124], [2.8077, -2.5817, -2.3851], [1.5142, -2.2685, -2.0220], [5.0796, -3.2924, -1.7886], [6.1562, -3.5793, -2.0880], [-0.5985, -2.5447, 0.5686], [-0.9670, -2.0348, -1.1090], [1.7617, -2.6388, 1.3275], [4.0760, -3.2452, 0.6929], [3.1056, -2.5519, -3.4264], [0.7954, -1.9839, -2.7821]],
  "mulliken_charge": [0.451, -0.797, 1.112, -1.507, -1.096, -0.877, 0.330, -0.043, 0.366, 0.382, 0.356, 0.363, 0.423, 0.256, 0.172, 0.438, -1.647, 0.723, -1.705, -0.791, 0.370, 0.279, 0.328, 0.192, 0.368, 0.391, 0.240, 0.844, -0.089, -0.366, -0.461, -0.372, -0.665, 0.108, 0.124, -0.127, -0.627, -0.337, -0.510, -0.430, -0.318, 0.323, 0.362, 0.343, 0.402, 0.316, 0.121, 0.391, 0.332, 0.346, 0.261, -0.828, 0.553, -0.273, -1.450, -0.096, 0.188, -1.059, 0.639, -0.917, -0.120, 0.138, -0.666, 0.626, 0.603, 0.400, 0.442, 0.450, 0.321],
  "total_charge": -2,
  "total_energy_ev": -152941.8146,
  "orbital_gap_ev": 5.8,
  "relative_energy_kcal_mol": 0.0
}


[2]
{
  "formula": "C28H34IrN5S2",
  "method": "ωB97M-V/def2-TZVPD",
  "elements": ["Ir", "C", "N", "C", "C", "C", "C", "C", "C", "C", "N", "C", "C", "C", "C", "C", "C", "N", "C", "C", "H", "H", "H", "H", "H", "H", "H", "H", "H", "H", "H", "H", "H", "H", "H", "H", "H", "H", "H", "H", "S", "C", "C", "C", "C", "C", "C", "S", "H", "H", "H", "H", "N", "C", "N", "C", "C", "C", "C", "C", "H", "H", "H", "H", "H", "H", "H", "H", "H", "H"],
  "positions_angstrom": [[0.7921, 0.3503, -0.7998], [3.6256, 1.2439, 0.6282], [2.4251, 0.4748, 0.9912], [2.7784, -0.9190, 1.2902], [1.6795, 1.1337, 2.0407], [1.9587, 0.8968, 3.3759], [1.1755, 1.4585, 4.3746], [0.0925, 2.2416, 4.0011], [-0.1748, 2.4987, 2.6645], [0.6434, 1.9932, 1.6450], [0.4495, 2.1538, 0.2719], [-0.3610, 3.1568, -0.2488], [-0.5882, 4.4111, 0.3421], [-1.4422, 5.3374, -0.2327], [-2.0911, 5.0621, -1.4294], [-1.8072, 3.8681, -2.0713], [-0.9397, 2.9458, -1.5065], [-0.5075, 1.7852, -2.2643], [-1.6247, 1.0044, -2.8262], [0.3769, 2.2404, -3.3622], [4.2723, 1.3679, 1.5037], [3.3223, 2.2240, 0.2624], [4.1684, 0.7184, -0.1535], [3.5848, -0.9862, 2.0291], [3.1071, -1.3892, 0.3637], [1.9026, -1.4433, 1.6697], [2.7862, 0.2498, 3.6403], [1.3978, 1.2723, 5.4169], [-0.5665, 2.6505, 4.7578], [-1.0534, 3.0670, 2.4044], [-0.0685, 4.6680, 1.2527], [-1.5950, 6.2902, 0.2595], [-2.7730, 5.7750, -1.8722], [-2.2470, 3.6620, -3.0391], [-2.1918, 1.6032, -3.5458], [-2.2807, 0.6790, -2.0211], [-1.2245, 0.1281, -3.3279], [-0.1656, 2.9440, -4.0016], [0.6945, 1.3773, -3.9431], [1.2550, 2.7266, -2.9456], [2.6829, 0.0957, -2.2301], [2.0320, -0.9173, -3.5071], [2.6311, -0.9431, -4.7724], [2.1350, -1.7500, -5.7793], [1.0213, -2.5540, -5.5393], [0.4210, -2.5371, -4.2939], [0.9167, -1.7262, -3.2656], [0.1162, -1.7103, -1.6984], [3.4960, -0.3151, -4.9496], [2.6114, -1.7543, -6.7515], [0.6251, -3.1878, -6.3226], [-0.4474, -3.1547, -4.0966], [-0.8314, -0.4966, 0.8496], [-1.0290, -1.3995, 1.5485], [-1.2570, -2.4248, 2.3386], [-0.9113, -3.7867, 1.8996], [-2.1644, -4.6456, 1.8540], [-2.9145, -4.5808, 3.1835], [-3.2536, -3.1366, 3.5508], [-1.9958, -2.2842, 3.5989], [-0.1903, -4.1953, 2.6148], [-0.4254, -3.7165, 0.9278], [-1.8867, -5.6724, 1.6086], [-2.8070, -4.2816, 1.0468], [-2.2909, -5.0171, 3.9730], [-3.8232, -5.1813, 3.1338], [-3.7604, -3.0855, 4.5164], [-3.9336, -2.7173, 2.8029], [-1.3411, -2.6164, 4.4111], [-2.2116, -1.2297, 3.7535]],
  "mulliken_charge": [2.343, -1.351, 1.005, -1.152, 0.320, -0.328, -1.014, -0.822, -0.826, -0.066, -0.186, -0.262, -0.858, -0.666, -0.995, -0.335, 0.741, 0.629, -1.252, -1.188, 0.324, 0.251, 0.518, 0.412, 0.268, 0.325, 0.350, 0.419, 0.396, 0.629, 0.639, 0.378, 0.395, 0.319, 0.357, 0.297, 0.359, 0.399, 0.404, 0.287, -0.627, 0.253, -0.542, -0.538, -0.561, -0.543, 0.303, -0.520, 0.420, 0.366, 0.359, 0.428, -0.690, 0.350, 0.000, -0.619, -0.669, -0.650, -0.559, -0.817, 0.289, 0.417, 0.348, 0.300, 0.300, 0.316, 0.353, 0.292, 0.313, 0.466],
  "total_energy_ev": -61546.0186,
  "orbital_gap_ev": [6.5, 5.9],
  "relative_energy_kcal_mol": 0.0,
  "s_squared": 6.02,
  "spin_multiplicity": 5
}


[3]
{
  "formula": "C28H34O4TeTl",
  "method": "ωB97M-V/def2-TZVPD",
  "elements": ["Tl", "O", "C", "C", "O", "O", "C", "C", "C", "C", "C", "C", "C", "C", "C", "C", "C", "C", "H", "H", "H", "H", "H", "H", "H", "H", "H", "H", "H", "C", "Te", "C", "H", "H", "H", "H", "H", "H", "C", "C", "C", "C", "C", "C", "C", "C", "C", "C", "C", "C", "O", "H", "H", "H", "H", "H", "H", "H", "H", "H", "H", "H", "H", "H", "H", "H", "H", "H"],
  "positions_angstrom": [[-0.9739, -0.1870, 0.3807], [1.7220, -0.5266, 0.6552], [2.1000, -1.6221, 1.5081], [0.8946, -2.6126, 1.7210], [1.1029, -3.5098, 2.5432], [-0.1193, -2.4117, 0.9863], [3.1784, -2.4582, 0.8200], [4.2824, -2.9456, 1.5093], [5.2236, -3.7421, 0.8684], [5.0727, -4.0694, -0.4715], [3.9591, -3.6090, -1.1631], [3.0167, -2.8172, -0.5193], [2.5749, -0.9721, 2.8029], [1.9514, -1.1638, 4.0302], [2.3783, -0.4620, 5.1540], [3.4320, 0.4356, 5.0684], [4.0636, 0.6323, 3.8449], [3.6342, -0.0650, 2.7266], [2.0442, -0.7002, -0.2369], [4.3984, -2.7051, 2.5587], [6.0815, -4.1086, 1.4217], [5.8067, -4.6923, -0.9701], [3.8126, -3.8754, -2.2040], [2.1197, -2.5213, -1.0570], [1.1435, -1.8788, 4.1106], [1.8799, -0.6190, 6.1041], [3.7585, 0.9841, 5.9450], [4.8853, 1.3356, 3.7621], [4.1164, 0.0989, 1.7684], [-4.2136, 4.1298, 2.4188], [-3.1875, 2.6504, 1.2580], [-3.6836, 1.1558, 2.7061], [-3.8588, 4.0731, 3.4494], [-5.2915, 3.9671, 2.3804], [-3.9777, 5.1140, 2.0068], [-4.7239, 0.8526, 2.5847], [-3.5228, 1.5702, 3.7021], [-3.0342, 0.2934, 2.5655], [-2.8874, -1.7138, -3.6636], [-3.5815, -0.8895, -2.5717], [-3.5081, -1.6289, -1.2295], [-3.0646, 0.5405, -2.5194], [-3.9810, 1.5745, -2.6712], [-3.5917, 2.9051, -2.7168], [-2.2316, 3.1899, -2.6795], [-1.2683, 2.1971, -2.5356], [0.1949, 2.6116, -2.6463], [0.9954, 2.4351, -1.3553], [0.8971, 1.8890, -3.8033], [-1.6760, 0.8336, -2.3600], [-0.8266, -0.1216, -2.0473], [-3.2961, -2.7307, -3.6961], [-1.8179, -1.7700, -3.4566], [-3.0276, -1.2537, -4.6461], [-4.6386, -0.8122, -2.8420], [-2.4761, -1.9039, -1.0068], [-4.0905, -2.5560, -1.2689], [-3.9008, -1.0119, -0.4147], [-5.0345, 1.3278, -2.7646], [-4.3245, 3.6976, -2.8097], [-1.9029, 4.2209, -2.7760], [0.1874, 3.6794, -2.8810], [1.0914, 1.3738, -1.1443], [0.5027, 2.9209, -0.5072], [2.0026, 2.8550, -1.4573], [0.8670, 0.8117, -3.6335], [1.9431, 2.2067, -3.8838], [0.3975, 2.1043, -4.7513]],
  "mulliken_charge": [0.871, -0.372, 2.501, 0.033, -0.752, -0.735, -0.331, -0.082, -0.900, -0.330, -0.942, -0.436, -0.759, -0.189, -0.908, -0.323, -0.886, -0.118, 0.332, 0.431, 0.371, 0.369, 0.387, 0.545, 0.452, 0.398, 0.395, 0.363, 0.402, -1.084, 0.380, -0.992, 0.278, 0.323, 0.290, 0.303, 0.332, 0.187, -1.567, 0.364, -1.293, 0.693, -0.645, -1.077, -0.709, 0.561, 0.396, -0.952, -1.653, 0.625, -0.901, 0.439, 0.200, 0.362, 0.538, 0.076, 0.505, 0.198, 0.315, 0.326, 0.311, 0.544, -0.314, 0.259, 0.549, 0.222, 0.452, 0.374],
  "total_charge": -1,
  "total_energy_ev": -49767.1941,
  "orbital_gap_ev": 6.5,
  "relative_energy_kcal_mol": 8.1
}